#a
{"formula": "C3H13O3S", "method": "the ωB97M-V functional and the def2-TZVPD basis", "species": ["C", "C", "C", "S", "H", "H", "H", "H", "H", "H", "H", "H", "H", "O", "H", "H", "O", "H", "H", "O"], "positions_angstrom": [[-1.93674, 0.29852, 0.19822], [-2.27935, 0.07562, -1.28391], [-1.22614, -0.73798, -2.00663], [0.42440, -0.02621, -2.22238], [-2.14981, 1.31149, 0.59295], [-0.78687, 0.27340, 0.15741], [-2.17548, -0.61529, 0.76235], [-3.24905, -0.50810, -1.27862], [-2.38125, 1.03159, -1.95996], [-1.55620, -1.12825, -2.99109], [-1.33852, -1.62761, -1.51702], [1.34911, -1.26600, 4.36038], [0.69449, -0.18701, 3.46823], [0.64281, -0.56085, 4.35487], [2.68427, 0.36108, -1.44252], [3.13448, 1.64461, -1.88463], [3.57150, 0.88099, -1.54123], [1.83623, -0.33929, 1.00944], [2.79372, 0.79282, 1.55703], [1.94842, 0.32650, 1.66712]], "e_homo_ev": -3.0501, "total_charge": -1}

=====

#b
{"formula": "C3H13O3S", "method": "the ωB97M-V functional and the def2-TZVPD basis", "species": ["C", "C", "C", "S", "H", "H", "H", "H", "H", "H", "H", "H", "H", "O", "H", "H", "O", "H", "H", "O"], "positions_angstrom": [[2.52211, 0.60780, -0.93396], [1.40687, 0.00122, -1.72698], [0.13847, -0.36084, -0.85266], [-0.26856, 0.92488, 0.37675], [2.66063, 1.72602, -0.60830], [2.73909, -0.02791, -0.09795], [3.48965, 0.66519, -1.52032], [1.68432, -1.06096, -2.12816], [1.05894, 0.76012, -2.42896], [-0.64213, -0.69412, -1.62942], [0.01741, -1.44384, -0.39345], [-4.17401, -2.65022, 0.80034], [-2.80414, -2.79142, 1.32975], [-3.38457, -3.19701, 0.69023], [-0.51160, 3.23952, 0.33111], [-0.03692, 3.93731, 1.33519], [-0.72143, 4.09380, 0.72602], [-1.50918, -0.90370, 2.80209], [-0.48598, -1.16338, 1.74706], [-1.17897, -1.66246, 2.18162]], "e_homo_ev": -3.1588, "total_charge": -1}

=====

Computed energies relative to the best structure, in eV: #a 0.000; #b 0.424